No. 1
C4H9NO3 | ωB97M-V/def2-TZVPD

Its structure (SMILES) is O=C[C@H](CO)NCO. The gap between HOMO and LUMO is 9.8990 eV. The highest occupied orbital energy comes out at -9.24 eV. For the molecular weight, the calculation gives 119.12 g mol⁻¹. The energy above the lowest of the compared OMol25 structures with the same formula, charge and spin is 81.3 kcal/mol.

Each line ends with the Mulliken charge.
Atoms and positions in Å:
O  -1.23  -1.27  -1.29  -0.47
C  -1.28  -0.91  -0.19  0.00
C  -0.28  0.16  0.28  0.22
C  -0.97  1.58  0.60  -0.56
O  -1.98  1.38  1.56  -0.49
N  0.70  0.22  -0.82  -0.39
C  2.07  -0.06  -0.23  -0.65
O  2.63  -1.33  -0.15  -0.53
H  -2.17  -1.12  0.50  0.32
H  0.18  -0.19  1.29  0.27
H  -0.18  2.40  0.96  0.28
H  -1.45  1.91  -0.32  0.25
H  -1.84  1.96  2.27  0.31
H  0.42  -0.40  -1.66  0.34
H  2.82  0.51  -0.89  0.33
H  2.30  0.36  0.67  0.43
H  2.40  -1.89  -0.93  0.33

=====

No. 2
C4H9NO3 | ωB97M-V/def2-TZVPD

Its structure (SMILES) is NCC(=O)O.CC=O. The gap between HOMO and LUMO is 9.7586 eV. The highest occupied orbital energy comes out at -9.27 eV. For the molecular weight, the calculation gives 119.12 g mol⁻¹. The energy above the lowest of the compared OMol25 structures with the same formula, charge and spin is 34.3 kcal/mol.

Each line ends with the Mulliken charge.
Atoms and positions in Å:
C  1.82  0.32  -0.53  0.48
C  -1.06  0.37  1.00  -0.47
C  1.68  -1.14  -0.23  -0.99
N  -0.05  1.15  0.31  -0.52
C  -1.94  -0.41  0.05  0.53
O  -2.16  0.25  -1.10  -0.46
O  2.54  1.09  0.12  -0.62
O  -2.43  -1.48  0.28  -0.55
H  -2.73  -0.28  -1.68  0.35
H  0.65  1.61  0.94  0.28
H  -0.46  1.79  -0.36  0.21
H  1.49  0.59  -1.55  0.27
H  -0.58  -0.33  1.68  0.32
H  -1.74  1.00  1.60  0.33
H  2.38  -1.68  -0.87  0.35
H  1.92  -1.35  0.81  0.26
H  0.68  -1.50  -0.45  0.23

=====

No. 3
C4H9NO3S | ωB97M-V/def2-TZVPD

The gap between HOMO and LUMO (spin up / spin down) is 8.6807 / 8.3869 eV. The highest occupied orbital energy (spin up / spin down) comes out at -9.78 / -10.23 eV. For the molecular weight, the calculation gives 151.19 g mol⁻¹. The energy above the lowest of the compared OMol25 structures with the same formula, charge and spin is 83.5 kcal/mol.

Each line ends with the Mulliken charge.
Atoms and positions in Å:
C  1.11  0.09  -0.43  -0.85
C  -0.17  -0.02  0.45  1.48
C  0.33  0.11  1.94  -1.50
C  -0.81  -1.45  0.40  -1.45
N  -0.99  1.10  0.17  -0.73
O  -0.80  0.61  -3.50  -0.48
O  0.68  2.35  -2.57  -0.48
O  0.89  -0.04  -1.78  -0.23
S  -0.06  1.15  -2.39  0.89
H  1.46  1.13  -0.19  0.42
H  1.84  -0.75  -0.22  0.36
H  1.02  -0.80  2.03  0.31
H  -0.40  -0.03  2.75  0.40
H  0.71  1.08  2.21  0.40
H  -1.24  -1.62  1.42  0.38
H  0.00  -2.09  0.26  0.41
H  -1.54  -1.68  -0.40  0.36
H  -2.00  0.86  -0.13  0.30

=====

Look up the energy above the lowest of the compared OMol25 structures with the same formula, charge and spin of the third one. 83.5 kcal/mol